# 1
The following is a quantum chemistry calculation of a molecular structure, C5H16NO6PS, from the OMol25 dataset.

Computed properties:
ΔE to the lowest compared entry with this formula, charge and spin ... 39.4 kcal per mole
Kohn-Sham gap ... 0.3326 Ha
Lowest unoccupied orbital energy ... 0.22 eV
Electronic energy ... -39339.8063 eV

Structure (XYZ):
```
30
Properties=species:S:1:pos:R:3:forces:R:3
C 5.002 0.789 -0.960 -1.4 0.4 -0.1
P 4.365 2.554 -1.065 1.0 0.6 0.0
O 4.113 2.717 -2.741 -0.3 -0.8 1.6
O 2.793 2.583 -0.408 0.1 -1.8 -1.1
S 1.636 1.794 -1.326 -2.8 1.0 -0.4
O 0.326 2.219 -0.784 2.6 -0.9 -0.4
O 1.825 0.132 -0.937 0.6 0.9 1.4
O 1.681 -0.624 -2.112 -0.5 0.0 -0.6
H 4.939 0.465 0.090 0.0 0.0 -0.4
H 6.049 0.759 -1.290 -0.4 0.2 0.0
H 4.359 0.153 -1.588 0.5 -0.1 0.3
H 4.894 3.190 -3.028 0.2 0.4 -0.4
H 2.492 -0.484 -2.621 0.2 0.1 0.1
C -2.144 -2.411 1.699 0.1 -0.1 0.1
C -1.507 -1.203 1.020 -0.4 -0.1 0.0
C -2.194 0.130 1.368 0.3 0.2 -0.1
O -3.421 0.351 0.692 0.0 0.0 0.3
C -4.545 -0.273 1.283 -0.1 0.1 -0.3
N -1.470 -1.433 -0.427 0.1 0.2 0.0
H -3.086 -2.701 1.233 0.0 0.1 0.0
H -1.479 -3.274 1.633 0.0 0.0 -0.1
H -2.331 -2.215 2.757 0.0 0.0 0.0
H -0.475 -1.137 1.379 0.0 0.1 0.0
H -1.535 0.941 1.047 -0.1 0.0 -0.1
H -2.326 0.243 2.452 -0.1 -0.1 0.0
H -4.474 -0.295 2.374 0.1 -0.1 0.0
H -4.675 -1.286 0.894 0.0 -0.1 0.2
H -5.430 0.303 1.006 0.1 0.0 0.0
H -0.962 -0.667 -0.861 0.1 -0.1 0.0
H -2.417 -1.320 -0.776 0.0 -0.1 0.0
```
Forces are in eV/Å.

# 2
The following is a quantum chemistry calculation of a molecular structure, C41H41BeN5O3S2, from the OMol25 dataset.

Computed properties:
ΔE to the lowest compared entry with this formula, charge and spin ... 0.0 kcal per mole
Kohn-Sham gap ... 0.2973 Ha
Lowest unoccupied orbital energy ... 0.41 eV
Electronic energy ... -78843.3653 eV

Structure (XYZ):
```
93
Properties=species:S:1:pos:R:3:forces:R:3
Be 0.535 -1.055 0.588 -0.2 0.3 -0.2
C -1.634 5.887 -2.392 0.0 0.0 0.0
C -2.290 5.647 -1.063 0.0 0.0 0.0
C -3.268 6.500 -0.575 0.0 0.0 0.0
C -3.886 6.280 0.649 0.0 0.0 0.0
C -3.527 5.170 1.395 0.0 0.0 0.0
C -2.558 4.295 0.925 -0.1 0.0 0.0
C -1.927 4.535 -0.291 0.0 0.1 0.0
N -0.908 3.690 -0.782 0.1 -0.1 -0.1
C -0.668 2.456 -0.123 0.0 0.0 0.0
N 0.062 2.606 1.003 -0.1 0.2 0.0
C 0.266 1.603 2.012 -0.1 0.0 0.0
C 1.002 0.365 1.496 0.4 -0.1 0.1
C 1.814 -0.661 3.849 0.1 -0.1 0.0
C 2.279 0.533 4.602 0.0 0.1 0.0
C 1.318 1.722 4.608 0.0 0.0 0.0
C 0.387 2.235 3.452 0.1 0.0 0.1
C 0.159 3.729 3.557 0.0 0.0 0.0
N -1.080 1.321 -0.542 -0.1 0.0 0.0
C -1.857 1.286 -1.715 0.1 0.0 0.0
C -3.247 1.318 -1.652 0.0 0.0 0.0
C -4.010 1.199 -2.803 0.0 0.0 0.0
C -3.387 1.046 -4.034 0.0 0.0 0.0
C -2.001 1.025 -4.099 0.0 0.0 0.0
C -1.218 1.147 -2.956 0.0 0.0 0.0
C 0.285 1.140 -3.032 0.0 0.0 0.0
H -1.979 6.822 -2.830 0.0 0.0 0.0
H -1.866 5.088 -3.105 0.0 0.0 0.0
H -0.547 5.932 -2.296 0.0 0.0 0.0
H -3.548 7.361 -1.171 0.0 0.0 0.0
H -4.640 6.966 1.010 0.0 0.0 0.0
H -4.005 4.972 2.345 0.0 0.0 0.0
H -2.300 3.417 1.503 0.0 0.0 0.0
H -0.964 3.566 -1.784 0.0 0.0 0.0
H 0.310 3.557 1.221 0.1 -0.1 0.0
H 2.518 -1.477 3.966 0.0 0.0 0.0
H 3.307 0.608 4.927 0.0 0.0 0.0
H 1.676 2.528 5.246 0.0 0.0 0.0
H 0.044 4.000 4.608 0.0 0.0 0.0
H -0.744 4.060 3.039 0.1 0.0 0.0
H 1.013 4.296 3.172 0.0 0.0 0.0
H -3.720 1.431 -0.684 0.0 0.0 0.0
H -5.089 1.228 -2.738 0.0 0.0 0.0
H -3.974 0.949 -4.937 0.0 0.0 0.0
H -1.509 0.908 -5.058 0.0 0.0 0.0
H 0.622 0.836 -4.023 0.0 0.0 0.0
H 0.717 0.477 -2.282 0.0 0.0 0.0
H 0.699 2.132 -2.829 0.0 0.0 0.0
C 5.995 -6.345 -0.272 0.0 0.0 0.0
C 4.834 -5.586 0.310 0.0 0.0 0.0
C 3.723 -5.281 -0.473 0.0 0.0 0.0
C 2.637 -4.610 0.062 0.0 0.0 0.1
C 2.658 -4.226 1.395 0.0 0.0 0.0
C 3.751 -4.520 2.192 0.0 0.0 0.0
C 4.831 -5.199 1.645 0.0 0.0 0.0
S 1.287 -3.331 2.077 0.1 0.2 0.0
O 1.322 -3.495 3.511 0.0 0.0 0.0
O 0.117 -3.829 1.374 0.1 0.0 0.2
N 1.653 -1.832 1.618 -0.2 0.0 0.1
C 1.235 -0.710 2.481 0.0 0.2 -0.2
C 1.142 -0.385 5.140 -0.1 0.0 0.0
C 0.184 0.812 5.125 0.0 0.0 0.0
C -0.733 1.273 3.949 -0.1 0.0 0.1
C -0.858 0.683 2.524 0.1 0.1 -0.2
N -0.211 -0.588 2.113 -0.2 -0.5 0.3
H 6.195 -6.033 -1.297 0.0 0.0 0.0
H 5.790 -7.417 -0.289 0.0 0.0 0.0
H 6.900 -6.190 0.315 0.0 0.0 0.0
H 3.709 -5.582 -1.514 0.0 0.0 0.0
H 1.766 -4.388 -0.540 0.0 0.0 0.0
H 3.743 -4.227 3.232 0.0 0.0 0.0
H 5.686 -5.433 2.268 0.0 0.0 0.0
H 1.165 -1.120 5.931 0.0 0.0 0.0
H -0.246 1.018 6.103 0.0 0.0 0.0
H -1.675 1.705 4.291 0.0 0.0 0.0
H -1.855 0.737 2.093 0.0 0.0 0.0
C -1.766 -3.548 -0.783 0.1 0.0 -0.2
S -1.317 -1.954 -1.481 -0.3 -0.1 0.1
O -0.031 -1.580 -0.776 0.4 0.0 -0.2
C -0.736 -2.474 -3.077 0.0 0.0 0.0
C 0.617 -2.659 -3.298 0.0 0.0 -0.1
C 1.033 -3.046 -4.565 0.0 0.0 0.0
C 0.105 -3.243 -5.577 0.0 0.0 0.0
C -1.249 -3.046 -5.336 0.0 0.0 0.0
C -1.678 -2.649 -4.080 0.0 0.0 0.0
H -0.858 -3.980 -0.358 -0.1 0.0 -0.1
H -2.186 -4.168 -1.572 -0.1 0.0 0.0
H -2.495 -3.371 0.002 0.0 0.0 0.1
H 1.325 -2.489 -2.498 0.0 0.0 0.0
H 2.087 -3.192 -4.759 0.0 0.0 0.0
H 0.436 -3.544 -6.561 0.0 0.0 0.0
H -1.969 -3.185 -6.131 0.0 0.0 0.0
H -2.727 -2.456 -3.889 0.0 0.0 0.0
```
Forces are in eV/Å.

# 3
The following is a quantum chemistry calculation of C3H6N2 in the gas phase, from the OMol25 dataset.

Computed properties:
ΔE to the lowest compared entry with this formula, charge and spin ... 68.3 kcal per mole
Kohn-Sham gap ... 0.3808 Ha
Lowest unoccupied orbital energy ... 1.20 eV
SMILES ... C=NN1CC1
Electronic energy ... -6185.5828 eV

Structure (XYZ):
```
11
Properties=species:S:1:pos:R:3:forces:R:3
C 1.816 0.221 0.121 1.5 0.2 0.3
N 0.915 -0.654 -0.055 1.2 -0.2 0.7
N -0.268 -0.241 -0.546 -1.3 0.4 0.1
C -1.463 -0.477 0.252 0.5 -0.1 0.7
C -0.936 0.902 0.055 -0.3 -0.5 -0.4
H 1.755 1.329 -0.068 -0.3 -1.1 0.1
H 2.805 -0.160 0.485 -1.0 0.4 -0.4
H -1.397 -0.939 1.257 0.4 0.5 -0.7
H -2.321 -0.799 -0.276 -0.7 -0.3 -0.6
H -1.345 1.559 -0.667 -0.7 0.5 -0.5
H -0.534 1.392 0.906 0.7 0.2 0.7
```
Forces are in eV/Å.

Number 3 is which compound? C3H6N2